# 1
This record from OMol25 describes C42H42GeN5Si2Ti as an isolated structure in a non-equilibrium geometry. The level of theory is the ωB97M-V functional and the def2-TZVPD basis.

XYZ file:
```
93
C42H42GeN5Si2Ti (the ωB97M-V functional and the def2-TZVPD basis)
Ti -0.5884 1.0049 0.6233
N 2.9639 -0.0096 3.4097
C 2.1309 0.7461 2.7008
N 0.9736 0.3637 2.2596
C 0.5681 -0.9630 2.4590
N -0.5203 -1.4525 1.9911
N -1.4756 -0.6083 1.3035
C -2.3981 -0.0702 2.2905
C -2.2625 1.2182 2.7202
C -3.0846 1.7736 3.7640
C -2.9250 3.0607 4.1391
C -1.9397 3.8790 3.5023
C -1.1972 3.3426 2.5087
N -1.3304 2.0481 2.0862
C 1.4393 -1.8416 3.2443
C 1.1104 -3.1683 3.5224
C 1.9744 -3.9590 4.2508
C 3.1758 -3.4327 4.7221
C 3.5135 -2.1194 4.4662
C 2.6466 -1.3304 3.7200
H 3.8636 0.3502 3.6837
H 2.4565 1.7598 2.4969
H -3.0241 -0.7802 2.8091
H -3.8231 1.1290 4.2204
H -3.5448 3.4864 4.9168
H -1.8052 4.9082 3.7983
H -0.4636 3.9413 1.9800
H 0.1685 -3.5538 3.1588
H 1.7198 -4.9890 4.4594
H 3.8508 -4.0564 5.2923
H 4.4440 -1.7043 4.8343
C -2.0957 3.5499 -1.6752
Si -2.4468 1.8932 -0.8116
C -4.0637 2.1638 0.1567
C -2.8071 0.4950 -2.0469
C -3.2074 0.8203 -3.3436
C -3.5088 -0.1567 -4.2801
C -3.3970 -1.4925 -3.9294
C -2.9932 -1.8341 -2.6496
C -2.6929 -0.8617 -1.6908
Si -2.3086 -1.6571 -0.0164
C -1.1662 -3.1322 -0.2718
C -3.9379 -2.2589 0.7096
H -2.9940 3.9051 -2.1850
H -1.2868 3.4843 -2.4056
H -1.8210 4.3099 -0.9403
H -4.8537 2.4754 -0.5294
H -3.9416 2.9464 0.9104
H -4.3922 1.2556 0.6638
H -3.2889 1.8654 -3.6233
H -3.8314 0.1238 -5.2747
H -3.6144 -2.2674 -4.6531
H -2.9068 -2.8862 -2.3988
H -1.7098 -3.9179 -0.8016
H -0.8322 -3.5415 0.6782
H -0.2906 -2.8817 -0.8750
H -4.4311 -2.8649 -0.0538
H -4.6183 -1.4475 0.9704
H -3.7923 -2.8882 1.5900
C 0.9172 -2.6009 -5.0582
C 1.8222 -2.9272 -4.0587
C 1.8753 -2.1733 -2.8954
C 1.0211 -1.0886 -2.7107
C 0.1173 -0.7690 -3.7235
C 0.0721 -1.5131 -4.8929
Ge 1.0236 -0.0444 -1.0334
C 2.8081 -0.4960 -0.2464
C 3.8654 0.4122 -0.1920
C 5.0908 0.0528 0.3561
C 5.2859 -1.2293 0.8524
C 4.2478 -2.1486 0.8005
C 3.0215 -1.7778 0.2663
C 1.3875 1.8387 -1.6005
C 1.8625 2.2571 -2.8397
C 2.0925 3.6021 -3.0919
C 1.8394 4.5557 -2.1121
C 1.3505 4.1660 -0.8763
C 1.1314 2.8171 -0.6397
H 0.8766 -3.1905 -5.9650
H 2.4943 -3.7658 -4.1899
H 2.5994 -2.4217 -2.1290
H -0.5499 0.0771 -3.6003
H -0.6281 -1.2467 -5.6747
H 3.7406 1.4086 -0.6004
H 5.9059 0.7664 0.3691
H 6.2489 -1.5144 1.2577
H 4.3939 -3.1566 1.1706
H 2.2171 -2.5081 0.2309
H 2.0607 1.5132 -3.6030
H 2.4765 3.9109 -4.0558
H 2.0204 5.6027 -2.3148
H 1.1497 4.9083 -0.1130
H 0.7752 2.5102 0.3567
```

The value obtained for the calculated total energy is -5404.62458 Eh. For the highest occupied orbital energy, the calculation gives -9.79 eV. The net charge is +1. The calculation puts the relative energy (zero: lowest compared OMol25 entry of this formula, charge and spin) at 17.7 kcal per mole.

Here are the Mulliken charges for atoms 1 to 5, given in e:
1 Ti -2.0834
2 N 0.4100
3 C -0.6877
4 N 0.2850
5 C 0.1782


# 2
This record from OMol25 describes C42H42N9O4SSbY as an isolated structure. The level of theory is the ωB97M-V functional and the def2-TZVPD basis.

XYZ file:
```
100
C42H42N9O4SSbY (the ωB97M-V functional and the def2-TZVPD basis)
Y -1.3604 0.9781 0.1327
O -2.6745 2.1167 4.1365
C -2.5405 1.5844 3.0566
O -2.0246 2.1210 1.9864
C -2.9647 0.1410 2.8494
C -3.7090 -0.5973 3.7498
C -4.1313 -1.8658 3.3639
C -3.8455 -2.3378 2.0894
C -3.0917 -1.5334 1.2538
N -2.6314 -0.3556 1.6616
C -2.8047 -1.8235 -0.2143
O -3.1540 -2.8600 -0.7267
O -2.1887 -0.8298 -0.7941
H -3.9568 -0.1689 4.7105
H -4.7145 -2.4708 4.0460
H -4.1967 -3.2932 1.7258
C -1.8804 4.7824 -2.9966
C -1.6668 3.3974 -2.4617
N -2.4070 2.8666 -1.5642
N -3.4716 3.5955 -1.1173
C -4.5013 2.9343 -0.4809
N -5.5889 3.6872 -0.2698
S -4.3766 1.3592 -0.0158
C -0.5562 2.5588 -2.9686
C 0.0145 2.8220 -4.2036
C 1.0225 1.9962 -4.6848
C 1.4330 0.9380 -3.9036
C 0.8113 0.7482 -2.6776
N -0.1645 1.5205 -2.2068
H -2.0241 5.4818 -2.1683
H -1.0205 5.1353 -3.5563
H -2.7550 4.8353 -3.6510
H -3.6949 4.4446 -1.6198
H -5.6650 4.6444 -0.5693
H -6.3633 3.2747 0.2213
H -0.3370 3.6461 -4.8060
H 1.4667 2.1843 -5.6527
H 2.2073 0.2509 -4.2147
H 1.1141 -0.0783 -2.0542
N 3.8992 5.2329 -1.5463
C 2.8856 5.1331 -1.0164
C 1.6213 4.9703 -0.3573
C 0.9803 6.0249 0.2885
C -0.2345 5.7711 0.8971
C -0.7697 4.4917 0.8363
N -0.1632 3.4802 0.2047
C 1.0150 3.7202 -0.3680
H 1.4339 7.0063 0.3145
H -0.7649 6.5480 1.4290
H -1.7000 4.2410 1.3303
H 1.5078 2.8911 -0.8610
N 1.4352 0.5720 2.9003
N 0.6491 1.4259 2.0581
H 1.8715 1.1076 3.6436
H 2.1644 0.1400 2.3470
H 1.1461 2.2899 1.8518
H -0.1532 1.7172 2.6100
C -0.1776 -2.2844 3.3428
C -0.4508 -3.4429 2.4276
C -1.0816 -4.5772 2.9304
C -1.3479 -5.6737 2.1246
C -0.9788 -5.6524 0.7899
C -0.3451 -4.5328 0.2722
C -0.0769 -3.4281 1.0760
Sb 0.7977 -1.6993 0.1815
C 1.1215 -2.5558 -1.7598
C 0.0058 -2.4062 -2.5933
C -0.0102 -2.9120 -3.8829
C 1.1126 -3.5664 -4.3658
C 2.2148 -3.7323 -3.5436
C 2.2410 -3.2546 -2.2316
C 3.4463 -3.5690 -1.3859
C 2.7452 -1.7397 1.0597
C 3.0791 -2.7459 1.9614
C 4.3309 -2.7824 2.5574
C 5.2643 -1.8028 2.2535
C 4.9385 -0.7929 1.3605
C 3.6843 -0.7445 0.7578
C 3.3804 0.3485 -0.2338
H -0.7039 -2.3999 4.2900
H -0.4825 -1.3339 2.9031
H 0.8861 -2.1785 3.5635
H -1.3703 -4.5951 3.9751
H -1.8443 -6.5411 2.5402
H -1.1880 -6.4960 0.1460
H -0.0775 -4.5266 -0.7766
H -0.8813 -1.9016 -2.2243
H -0.8975 -2.8032 -4.4928
H 1.1281 -3.9672 -5.3712
H 3.0802 -4.2674 -3.9160
H 4.1257 -4.2218 -1.9316
H 3.1557 -4.0794 -0.4658
H 4.0029 -2.6788 -1.0919
H 2.3615 -3.5263 2.1898
H 4.5746 -3.5756 3.2519
H 6.2442 -1.8235 2.7116
H 5.6696 -0.0289 1.1232
H 4.1014 1.1629 -0.1632
H 2.3817 0.7672 -0.0675
H 3.4091 -0.0324 -1.2596
```

The value obtained for the calculated total energy is -3096.22737 Eh. For the highest occupied orbital energy, the calculation gives -10.56 eV. The net charge is +1. The calculation puts the relative energy (zero: lowest compared OMol25 entry of this formula, charge and spin) at 13.5 kcal per mole.

Here are the Mulliken charges for atoms 1 to 5, given in e:
1 Y 0.5998
2 O -0.7061
3 C -0.0904
4 O -0.3160
5 C 0.2688


# 3
This record from OMol25 describes C42H42O2P2Sn as an isolated structure in a non-equilibrium geometry. The level of theory is the ωB97M-V functional and the def2-TZVPD basis.

XYZ file:
```
89
C42H42O2P2Sn (the ωB97M-V functional and the def2-TZVPD basis)
Sn 0.3654 -0.7798 4.9426
C -2.3648 -0.1019 5.5492
C -2.4393 -0.3837 4.2218
C -2.7989 0.5802 3.1416
C -1.6457 1.3251 2.4146
C -0.5463 1.8291 3.2838
C -0.7182 2.2685 4.5285
C -2.0118 2.4392 5.2462
C -2.5460 1.2603 6.1122
C 2.2941 0.1646 4.4608
H -2.3980 -0.9100 6.2924
H -2.3631 -1.4281 3.8772
H -3.5468 1.3237 3.4681
H -3.2788 -0.0187 2.3449
H -1.2374 0.6789 1.6216
H -2.1320 2.1623 1.8790
H 0.4299 1.9215 2.7938
H 0.1290 2.7012 5.0795
H -2.8275 2.7949 4.5940
H -1.8227 3.2384 5.9850
H -2.0823 1.3263 7.1103
H -3.6197 1.4799 6.2749
H 2.9113 -0.2022 5.2983
H 2.3292 1.2659 4.4354
H 2.7068 -0.2458 3.5271
P 0.0430 -2.4632 -4.7414
P 2.0930 0.4567 -5.0148
C -0.4323 -0.8303 -5.3744
C 0.3242 0.3087 -5.3657
C -0.8638 -3.6183 -5.8611
C -2.0436 -3.2649 -6.5323
C -2.7018 -4.1876 -7.3577
C -2.1991 -5.4841 -7.5151
C -1.0272 -5.8509 -6.8377
C -0.3592 -4.9315 -6.0261
C -0.9714 -2.5667 -3.1946
C -0.5961 -1.6789 -2.1649
C -1.3319 -1.6261 -0.9813
C -2.4598 -2.4438 -0.8161
C -2.8494 -3.3122 -1.8458
C -2.1054 -3.3783 -3.0324
C 2.6799 1.2722 -6.5953
C 2.6397 0.4676 -7.7537
C 2.9947 0.9905 -8.9987
C 3.3915 2.3298 -9.1170
C 3.4178 3.1422 -7.9766
C 3.0690 2.6170 -6.7215
C 2.1460 1.8772 -3.8486
C 3.2608 1.9756 -2.9831
C 3.3649 3.0423 -2.0909
C 2.3656 4.0244 -2.0396
C 1.2670 3.9371 -2.9045
C 1.1566 2.8675 -3.8059
H -1.4449 -0.7907 -5.7912
H -0.1257 1.2545 -5.6962
H -2.4936 -2.2776 -6.4187
H -3.6177 -3.8842 -7.8639
H -2.7240 -6.2020 -8.1499
H -0.6485 -6.8685 -6.9393
H 0.5454 -5.2374 -5.4922
H 0.2544 -1.0071 -2.3271
H -1.0355 -0.9442 -0.1819
H -3.0346 -2.4026 0.1098
H -3.7314 -3.9408 -1.7293
H -2.4328 -4.0421 -3.8372
H 2.2856 -0.5655 -7.6738
H 2.9565 0.3609 -9.8891
H 3.6716 2.7380 -10.0896
H 3.7101 4.1881 -8.0619
H 3.0753 3.2790 -5.8523
H 4.0546 1.2246 -3.0365
H 4.2337 3.1227 -1.4361
H 2.4466 4.8575 -1.3391
H 0.4931 4.7030 -2.8886
H 0.2983 2.8342 -4.4791
O 0.7889 -1.6342 7.1399
C 0.6005 -0.4475 7.6217
O 0.4265 0.5830 6.8431
C 0.5889 -0.1488 9.0471
C 0.1850 1.1332 9.4277
C 0.1670 1.4907 10.7766
C 0.5695 0.5385 11.7421
C 0.9785 -0.7634 11.3492
C 0.9751 -1.1008 9.9889
H -0.0642 1.8109 8.6060
H -0.1495 2.5026 11.0507
H 0.5583 0.8264 12.7935
H 1.2951 -1.4879 12.1004
H 1.2851 -2.0646 9.5901
```

The value obtained for the calculated total energy is -2672.46700 Eh. For the highest occupied orbital energy (spin up / spin down), the calculation gives -12.62 / -13.17 eV. The net charge is +2. The calculation puts the relative energy (zero: lowest compared OMol25 entry of this formula, charge and spin) at 0.0 kcal per mole.

Here are the Mulliken charges for atoms 1 to 5, given in e:
1 Sn 1.0846
2 C -0.5797
3 C -0.5451
4 C -0.7776
5 C 0.1493


Which value of relative energy (zero: lowest compared OMol25 entry of this formula, charge and spin) does entry 3 give? 0.0 kcal per mole


What is the relative energy (zero: lowest compared OMol25 entry of this formula, charge and spin) in the third record? 0.0 kcal per mole


Look up the relative energy (zero: lowest compared OMol25 entry of this formula, charge and spin) of the first one. 17.7 kcal per mole